[1]
C23H31N3O6 | the ωB97M-V functional and the def2-TZVPD basis

As for the relative energy (zero: lowest compared OMol25 entry of this formula, charge and spin): 47.01 kcal/mol. Its SMILES is CCC(CO)(CO)N(CC(=O)Nc1ccc(OC)cc1)CC(=O)Nc1ccc(OC)cc1. Its gap between HOMO and LUMO is 8.16 eV. The total energy is -1510.76206 Eh.

Cartesian coordinates (Å):
C (-5.79454, -1.00749, 1.20993)
C (-5.38301, -0.70863, -0.22755)
C (-4.11271, 0.15511, -0.41304)
C (-4.28622, 1.55868, 0.21809)
O (-3.11783, 2.32781, 0.11419)
C (-3.96139, 0.41214, -1.94429)
O (-2.85976, 1.20830, -2.27983)
N (-2.88459, -0.44329, 0.09678)
C (-2.33420, -1.61774, -0.55101)
C (-0.92252, -1.28024, -1.04959)
O (-0.76674, -0.46904, -1.95186)
N (0.07595, -1.92573, -0.42191)
C (1.45992, -1.70950, -0.52848)
C (2.03736, -0.88404, -1.48905)
C (3.40310, -0.70458, -1.50697)
C (4.22399, -1.34567, -0.57966)
O (5.56106, -1.07912, -0.67596)
C (6.44109, -1.73474, 0.20445)
C (3.64804, -2.18033, 0.37039)
C (2.27721, -2.35508, 0.39079)
C (-2.57455, -0.43130, 1.51162)
C (-1.07099, -0.18016, 1.68027)
O (-0.34606, -0.97713, 2.25056)
N (-0.69923, 0.96532, 1.08260)
C (0.59214, 1.42348, 0.80218)
C (0.73028, 2.43776, -0.14461)
C (1.97861, 2.89769, -0.49361)
C (3.12501, 2.35882, 0.09379)
O (4.30979, 2.88105, -0.33184)
C (5.50514, 2.32884, 0.16546)
C (2.98514, 1.36144, 1.05052)
C (1.72861, 0.89936, 1.40242)
H (-5.98905, -0.09463, 1.76556)
H (-6.70889, -1.59723, 1.20495)
H (-5.03166, -1.57730, 1.73074)
H (-6.20861, -0.19878, -0.72867)
H (-5.22445, -1.65689, -0.74771)
H (-5.12189, 2.05831, -0.29253)
H (-4.53879, 1.51040, 1.27871)
H (-2.86083, 2.27792, -0.83119)
H (-3.93961, -0.53543, -2.49634)
H (-4.84800, 0.95860, -2.28179)
H (-2.04397, 0.65967, -2.20966)
H (-2.93189, -1.90226, -1.41858)
H (-2.31045, -2.47327, 0.13904)
H (-0.17256, -2.48865, 0.38236)
H (1.41727, -0.37330, -2.20492)
H (3.86016, -0.05682, -2.23765)
H (6.38690, -2.82192, 0.09083)
H (7.43901, -1.39419, -0.06794)
H (6.24174, -1.46850, 1.24793)
H (4.24917, -2.69236, 1.10481)
H (1.83567, -2.98624, 1.14809)
H (-3.11228, 0.36087, 2.02486)
H (-2.80869, -1.38991, 2.00198)
H (-1.45864, 1.50987, 0.66748)
H (-0.15027, 2.85559, -0.60927)
H (2.09752, 3.67676, -1.22951)
H (5.59414, 1.27024, -0.09474)
H (6.30770, 2.88626, -0.31562)
H (5.58429, 2.45106, 1.25097)
H (3.84722, 0.92927, 1.53271)
H (1.63158, 0.12082, 2.14029)

[2]
C70H155Cl4NO37P3 | the ωB97M-V functional and the def2-TZVPD basis

The net charge is -1. Its gap between HOMO and LUMO is 4.82 eV. The total energy is -8463.29235 Eh.

Cartesian coordinates (Å):
C (22.53416, 29.84189, -0.99134)
C (22.37840, 31.07356, -1.86468)
C (21.84700, 32.40995, -1.12481)
C (22.96161, 33.14405, -0.29546)
N (22.39765, 34.53380, 0.17514)
C (21.07214, 34.46395, 0.97895)
C (21.16635, 35.52786, 2.13312)
C (22.62020, 36.08810, 2.11852)
C (23.41218, 35.09835, 1.26455)
C (22.28759, 35.57994, -0.94588)
H (22.91922, 28.98992, -1.55167)
H (21.58759, 29.55063, -0.53607)
H (23.28312, 30.02543, -0.22097)
H (21.67021, 30.80893, -2.64988)
H (23.36329, 31.28384, -2.28168)
H (21.07044, 32.09589, -0.42737)
H (21.36574, 33.09018, -1.82750)
H (23.88323, 33.19439, -0.87528)
H (23.20484, 32.59949, 0.61690)
H (20.14578, 34.56056, 0.41272)
H (21.03122, 33.46694, 1.41759)
H (20.46476, 36.35480, 2.02341)
H (21.01788, 35.03023, 3.09147)
H (22.56245, 37.13149, 1.80849)
H (23.08822, 36.17142, 3.09940)
H (24.32958, 35.43973, 0.78503)
H (23.57347, 34.26517, 1.94858)
H (21.52863, 35.26268, -1.66102)
H (23.20813, 35.74473, -1.50585)
H (21.96487, 36.53094, -0.52216)
C (18.24233, 31.89786, -2.06162)
C (17.55508, 32.55415, -1.05927)
C (16.16346, 33.19524, -1.32313)
O (15.40052, 33.67491, -0.38704)
C (15.64464, 33.35900, -2.57372)
C (16.37684, 32.83265, -3.71881)
C (17.66758, 31.92989, -3.41021)
O (18.17467, 31.25498, -4.29681)
O (15.96911, 32.97623, -4.87315)
O (18.19108, 32.49483, 0.07127)
H (19.22963, 31.50089, -1.87712)
H (14.68163, 33.81435, -2.75164)
Cl (21.82226, 30.85210, 2.36122)
C (20.08500, 30.84358, 2.72487)
C (19.62364, 29.52739, 3.34537)
Cl (20.42176, 29.23600, 4.93562)
H (19.61565, 30.99253, 1.75244)
H (19.78773, 31.71653, 3.30598)
H (19.84980, 28.66416, 2.71945)
H (18.53892, 29.50601, 3.45038)
Cl (19.38329, 27.66284, 0.33873)
C (18.25657, 28.85683, -0.27837)
C (16.89820, 28.18461, -0.65711)
Cl (17.16034, 26.89412, -1.90698)
H (18.75337, 29.18790, -1.19034)
H (18.12669, 29.60402, 0.50453)
H (16.24711, 28.95154, -1.07663)
H (16.43240, 27.80859, 0.25380)
C (19.10934, 28.97359, -7.03259)
O (18.86862, 27.66150, -6.60242)
P (19.94184, 26.84700, -5.75203)
O (21.33787, 27.12182, -6.12544)
O (19.53242, 25.23271, -5.81784)
C (18.25255, 24.94802, -5.26326)
O (19.63825, 27.29207, -4.25176)
C (19.65469, 28.62187, -3.84202)
H (18.47990, 29.63677, -6.43921)
H (18.83659, 29.09605, -8.08078)
H (20.12687, 29.34549, -6.91245)
H (18.25474, 23.90786, -4.93743)
H (17.42167, 24.94784, -5.96877)
H (17.90769, 25.59446, -4.45624)
H (20.14586, 28.67231, -2.87026)
H (18.65307, 28.91891, -3.53119)
H (20.01715, 29.40165, -4.51185)
C (19.33497, 35.64338, -4.90119)
O (20.53296, 35.43199, -4.22129)
P (21.87639, 34.90079, -4.98948)
O (22.98743, 34.54295, -4.06127)
O (21.32650, 33.68603, -6.00004)
C (20.98332, 32.42773, -5.42413)
O (22.25363, 36.13932, -5.93757)
C (23.56493, 36.43180, -6.41147)
H (19.41730, 35.95667, -5.94194)
H (18.80250, 36.46320, -4.41904)
H (18.70335, 34.75504, -4.89979)
H (20.90985, 32.53991, -4.34241)
H (21.63316, 31.56844, -5.58975)
H (19.98810, 32.09739, -5.72166)
H (24.27753, 35.67581, -6.08164)
H (23.84361, 37.41432, -6.03058)
H (23.50150, 36.44635, -7.49953)
C (23.01781, 27.36356, 1.85590)
O (23.96103, 28.40577, 1.76134)
P (25.55138, 28.21058, 1.42370)
O (26.26442, 27.09284, 2.17964)
O (25.49905, 28.03756, -0.20135)
C (25.29830, 26.77782, -0.74374)
O (26.29584, 29.63856, 1.66415)
C (26.06651, 30.72183, 0.88299)
H (22.48139, 27.38797, 0.90735)
H (22.24210, 27.31232, 2.61993)
H (23.44137, 26.36293, 1.76974)
H (26.00836, 26.70584, -1.56759)
H (24.29127, 26.67823, -1.14881)
H (25.32926, 25.97752, -0.00436)
H (25.12230, 31.16361, 1.20142)
H (26.11610, 30.53212, -0.18923)
H (26.87143, 31.42828, 1.08580)
C (28.69387, 24.41941, -7.51332)
O (27.41259, 24.86569, -6.98452)
C (26.77054, 25.88505, -7.77892)
C (25.48914, 26.42623, -7.16999)
O (25.71737, 26.72904, -5.85109)
C (24.56479, 27.18256, -5.05064)
C (24.20724, 28.64125, -5.48328)
O (25.26748, 29.59479, -5.31365)
C (24.91538, 30.98051, -5.69749)
H (28.69500, 23.66041, -8.29563)
H (29.21834, 24.05023, -6.63199)
H (29.36305, 25.18012, -7.91534)
H (26.51407, 25.42448, -8.73297)
H (27.51269, 26.65662, -7.98383)
H (24.72215, 25.65179, -7.16177)
H (25.17188, 27.28961, -7.75481)
H (24.70996, 27.17351, -3.97039)
H (23.81737, 26.40992, -5.23091)
H (23.31626, 28.97180, -4.94943)
H (23.92987, 28.71000, -6.53515)
H (24.02463, 31.32521, -5.17228)
H (24.74799, 31.16347, -6.75891)
H (25.79589, 31.58333, -5.47519)
C (29.18518, 31.14328, 4.86861)
O (29.84202, 30.91478, 3.60879)
C (29.77736, 31.97323, 2.76117)
C (30.46917, 31.84462, 1.44513)
O (29.57167, 31.24644, 0.46488)
C (30.05079, 31.15978, -0.85466)
C (29.16082, 30.42165, -1.76150)
O (27.86494, 31.05035, -1.83255)
C (26.94706, 30.32588, -2.59545)
H (29.58877, 31.94394, 5.48842)
H (29.26925, 30.22055, 5.44271)
H (28.11474, 31.27306, 4.70916)
H (30.16311, 32.89225, 3.20242)
H (28.72422, 32.21935, 2.62546)
H (31.40588, 31.29506, 1.53808)
H (30.68338, 32.81491, 0.99707)
H (31.06815, 30.77503, -0.92574)
H (30.19451, 32.19072, -1.17809)
H (29.04075, 29.39215, -1.42414)
H (29.55363, 30.38983, -2.77776)
H (26.95694, 29.25301, -2.40326)
H (27.31695, 30.43194, -3.61528)
H (25.93063, 30.71849, -2.56643)
C (19.09329, 36.40069, 8.11343)
O (19.76259, 36.48707, 9.30380)
C (20.75444, 35.46322, 9.61773)
C (21.94386, 35.35057, 8.59659)
O (22.46414, 36.60164, 8.06555)
C (23.73291, 36.55483, 7.46410)
C (24.01633, 37.76695, 6.54558)
O (23.23945, 37.70117, 5.28536)
C (21.83536, 37.67226, 5.28737)
H (18.33425, 37.17007, 7.97196)
H (18.56049, 35.47996, 7.87577)
H (19.88213, 36.45815, 7.36340)
H (20.27811, 34.49115, 9.74531)
H (21.18189, 35.59100, 10.61225)
H (21.72096, 34.68211, 7.76499)
H (22.76040, 34.93272, 9.18547)
H (23.79383, 35.64806, 6.86230)
H (24.51258, 36.56452, 8.22575)
H (25.05410, 37.69392, 6.22030)
H (23.96176, 38.73109, 7.05112)
H (21.47968, 37.69333, 4.25725)
H (21.51477, 38.52986, 5.87885)
H (21.57353, 36.68903, 5.67828)
C (27.03579, 44.38707, 3.74236)
O (26.13103, 43.45809, 4.23094)
C (24.79531, 43.89637, 4.28459)
C (23.79125, 42.76005, 4.45067)
O (23.89236, 41.64950, 3.59280)
C (22.96355, 40.55385, 3.70113)
C (21.50005, 41.02818, 3.58568)
O (21.31847, 41.92688, 2.47399)
C (19.97331, 42.40582, 2.20023)
H (26.82148, 44.76274, 2.74184)
H (28.00894, 43.89891, 3.79510)
H (27.08199, 45.22796, 4.43435)
H (24.55387, 44.46456, 3.38628)
H (24.75404, 44.57491, 5.13664)
H (22.78453, 43.11688, 4.23319)
H (23.69166, 42.46895, 5.49635)
H (23.16670, 40.03791, 4.63955)
H (23.17132, 39.75257, 2.99199)
H (21.21936, 41.58426, 4.48015)
H (20.76593, 40.22712, 3.49925)
H (19.96196, 43.05668, 1.32595)
H (19.63530, 42.93440, 3.09154)
H (19.23033, 41.60954, 2.15537)
C (18.51860, 35.50145, 4.59494)
O (19.02045, 36.78024, 4.26497)
C (18.30755, 37.56542, 3.28338)
C (17.34625, 38.63240, 3.83775)
O (18.03268, 39.55154, 4.63609)
C (17.22315, 40.35967, 5.50183)
C (18.07357, 41.19302, 6.47131)
O (19.02825, 42.01461, 5.77057)
C (19.48619, 42.99040, 6.67734)
H (18.28396, 35.02868, 3.64125)
H (17.65394, 35.67041, 5.23675)
H (19.25030, 34.84502, 5.06591)
H (17.92835, 37.04517, 2.40380)
H (19.01552, 38.21222, 2.76519)
H (16.61984, 38.07539, 4.42949)
H (16.73423, 39.12564, 3.08260)
H (16.55355, 39.71391, 6.06992)
H (16.49182, 40.93182, 4.93095)
H (18.63986, 40.58250, 7.17465)
H (17.42729, 41.82986, 7.07534)
H (18.68517, 43.63919, 7.03163)
H (20.14594, 43.61801, 6.07822)
H (19.95716, 42.57194, 7.56682)
C (25.09037, 37.81212, -2.41401)
O (23.92612, 38.35844, -1.90440)
C (24.08557, 39.02933, -0.64984)
C (22.81891, 39.77189, -0.28597)
O (21.69016, 38.90347, -0.51970)
C (20.39492, 39.44312, -0.22278)
C (19.26906, 38.58279, -0.80486)
O (19.15323, 37.37844, 0.01535)
C (18.41694, 36.37185, -0.64135)
H (24.76445, 36.97387, -3.02983)
H (25.56882, 37.40384, -1.52379)
H (25.68021, 38.49601, -3.02432)
H (24.85981, 39.78773, -0.76588)
H (24.28762, 38.29914, 0.13381)
H (22.70924, 40.72535, -0.80267)
H (22.91683, 40.00567, 0.77415)
H (20.25693, 40.46049, -0.58885)
H (20.20609, 39.44054, 0.85073)
H (19.65595, 38.39900, -1.80718)
H (18.28950, 39.04987, -0.90676)
H (17.53539, 36.69739, -1.19362)
H (17.99162, 35.61153, 0.01373)
H (19.14397, 35.91735, -1.31437)
C (23.63395, 32.51725, 4.61828)
O (24.53162, 33.18701, 3.77016)
C (25.84234, 33.17577, 4.16878)
C (26.73767, 34.21319, 3.48175)
O (26.62063, 34.01803, 2.09514)
C (27.60498, 34.72061, 1.35364)
C (27.52658, 34.29228, -0.11678)
O (26.28022, 34.56046, -0.69342)
C (26.10223, 34.19264, -2.04676)
H (23.70156, 32.99529, 5.59552)
H (23.85506, 31.44994, 4.62637)
H (22.62256, 32.65200, 4.23482)
H (26.24749, 32.20821, 3.87246)
H (25.85679, 33.19412, 5.25853)
H (27.74917, 34.17558, 3.88617)
H (26.39890, 35.22243, 3.71579)
H (28.54621, 34.32430, 1.73461)
H (27.47116, 35.78368, 1.55384)
H (27.72856, 33.22354, -0.18815)
H (28.32824, 34.81638, -0.63714)
H (26.76384, 34.79882, -2.66556)
H (25.11823, 34.48904, -2.41008)
H (26.23608, 33.12548, -2.22381)

[3]
C21H22ClNPV | the ωB97M-V functional and the def2-TZVPD basis

The net charge is +2. Its expectation value of S² is 2.35. Its gap between HOMO and LUMO (alpha / beta) is 5.82 / 7.31 eV. The total energy is -2613.02181 Eh. Its multiplicity is 3.

Cartesian coordinates (Å):
V (0.37227, -1.59548, 0.49665)
Cl (-1.41517, -3.51675, 0.55796)
P (-0.26411, 0.53797, -0.70440)
C (1.25475, -0.32236, -1.32098)
C (2.48811, 0.39913, -1.39073)
C (3.55171, -0.14931, -2.12812)
C (3.41571, -1.31247, -2.90528)
C (2.18940, -2.01055, -2.82779)
C (1.09017, -1.59145, -2.01986)
C (-1.44635, 1.03819, -1.95858)
C (-2.68143, 1.38499, -1.39323)
C (-3.73891, 1.49270, -2.30553)
C (-3.52476, 1.50167, -3.70682)
C (-2.23753, 1.20556, -4.18547)
C (-1.17813, 0.88111, -3.33799)
C (0.04842, 1.88882, 0.34603)
C (-0.15801, 1.77347, 1.75129)
C (0.11523, 2.96155, 2.48208)
C (0.48092, 4.18771, 1.88206)
C (0.62342, 4.21202, 0.47440)
C (0.40988, 3.08061, -0.33543)
H (-2.74399, 1.61687, -0.31654)
H (-4.74935, 1.56978, -1.92849)
H (-4.35198, 1.74367, -4.42023)
H (-2.08246, 1.23236, -5.25842)
H (-0.19610, 0.56345, -3.70150)
H (2.58497, 1.35013, -0.83434)
H (4.51625, 0.35343, -2.11362)
H (4.24559, -1.66717, -3.56412)
H (2.06761, -2.91950, -3.42373)
H (0.11124, -2.14882, -1.92103)
H (-0.49425, 0.80539, 2.21321)
H (0.03511, 2.88892, 3.57591)
H (0.60277, 5.13169, 2.47243)
H (0.90353, 5.13595, -0.02162)
H (0.51319, 3.10002, -1.44852)
H (2.01365, -0.83926, 0.60712)
H (1.74470, -0.31260, 1.16344)
C (-1.02982, -4.54344, 4.99082)
C (-0.09796, -3.35203, 4.88563)
C (-0.12055, -2.76060, 3.51361)
N (0.30083, -2.38912, 2.46746)
H (-2.02302, -4.12560, 4.80572)
H (-0.89591, -5.03623, 5.96211)
H (-0.77883, -5.15043, 4.11709)
H (-0.41140, -2.58062, 5.62274)
H (0.94059, -3.71337, 5.08461)

[4]
C20H17N5O6S | the ωB97M-V functional and the def2-TZVPD basis

Its SMILES is N#C[C@H](CCC(=O)O)[C@@H](C#N)N=C=S.O=[N+]([O-])c1ccccc1.O=[N+]([O-])c1ccccc1. Its gap between HOMO and LUMO is 8.79 eV. The total energy is -1895.48425 Eh.

Cartesian coordinates (Å):
N (-1.85762, 0.93202, -1.34447)
C (-0.95036, 0.69061, -1.97098)
C (0.26933, 0.20188, -2.75312)
C (1.22185, 1.42481, -3.04240)
C (2.37764, 1.37211, -1.96162)
C (3.36337, 0.18923, -2.28969)
O (3.34668, -0.78113, -1.60936)
O (4.17406, 0.36801, -3.41353)
C (-0.24424, -0.54462, -4.03341)
C (-1.40182, -1.47506, -3.60951)
N (-2.19574, -2.16106, -3.19699)
N (-0.68585, 0.41969, -5.11662)
C (-0.59454, -0.19572, -6.16443)
S (-0.29045, -0.91985, -7.54461)
H (0.79548, -0.54270, -2.11492)
H (0.63558, 2.35625, -2.85015)
H (1.61646, 1.46155, -4.08280)
H (1.91218, 1.10753, -0.99161)
H (2.97175, 2.30900, -1.92407)
H (3.61507, 0.09757, -4.16562)
H (0.58665, -1.14247, -4.48731)
O (1.04624, 1.17942, 1.08264)
N (2.18048, 1.57645, 1.28958)
O (2.69018, 2.52626, 0.71975)
C (2.98484, 0.85998, 2.28298)
C (2.44813, -0.24847, 2.92182)
C (3.22011, -0.93866, 3.84419)
C (4.51386, -0.51615, 4.12317)
C (5.03818, 0.60127, 3.48511)
C (4.27295, 1.29470, 2.55959)
H (1.44153, -0.58438, 2.71040)
H (2.81443, -1.80907, 4.34446)
H (5.11678, -1.06080, 4.84043)
H (6.04594, 0.92914, 3.70736)
H (4.69006, 2.16193, 2.06500)
O (-5.99391, -2.57980, 4.26646)
N (-5.20482, -2.68863, 3.34445)
O (-4.60298, -3.71113, 3.06915)
C (-4.95920, -1.50543, 2.51176)
C (-5.59849, -0.31267, 2.81747)
C (-5.34575, 0.80998, 2.04246)
C (-4.46416, 0.73212, 0.97072)
C (-3.83729, -0.46860, 0.66684)
C (-4.08306, -1.59512, 1.43920)
H (-6.28605, -0.24316, 3.64992)
H (-5.83405, 1.74827, 2.27552)
H (-4.26344, 1.61146, 0.36970)
H (-3.15419, -0.52399, -0.17051)
H (-3.58770, -2.52607, 1.19705)